<1>
A single C4H7N3O molecule. Source: the OMol25 dataset; level of theory: the ωB97M-V functional and the def2-TZVPD basis.

XYZ file:
```
15
Properties=species:S:1:pos:R:3
O -2.785 0.003 -0.189
C -1.427 -0.013 0.459
C -0.385 -0.856 -0.134
N 0.885 -1.405 0.154
C 1.889 -0.748 0.083
N 1.943 0.613 -0.155
N 0.740 1.402 0.244
C -0.405 0.667 -0.410
H -3.441 -0.765 0.232
H -1.468 0.609 1.607
H -0.976 -1.029 -1.073
H 3.019 -0.974 0.337
H 2.581 0.694 -1.170
H 0.336 1.643 1.249
H -0.780 1.231 -1.354
```

Output
* frontier orbital gap: 0.3449 hartree
* LUMO: 0.840 eV
* highest occupied orbital energy: -8.54 eV
* spin multiplicity: 1
* molecular weight: 113.120 g/mol
* SMILES string: O[C@H]1[C@@H]2N=CNN[C@H]12

---

<2>
A single C4H7N3O molecule. Source: the OMol25 dataset; level of theory: the ωB97M-V functional and the def2-TZVPD basis.

XYZ file:
```
15
Properties=species:S:1:pos:R:3
H 2.247 2.210 -0.056
N 2.166 1.212 0.051
C 1.079 0.608 -0.131
C -0.292 1.018 -0.147
C -1.071 -0.090 -0.077
C -2.526 -0.088 0.156
O -0.348 -1.225 -0.223
N 1.078 -0.807 -0.508
N 2.016 -1.393 0.209
H -0.458 2.128 -0.213
H -2.899 0.847 -0.287
H -2.855 -0.361 1.172
H -2.940 -0.879 -0.609
H 2.049 -2.397 0.201
H 2.755 -0.783 0.462
```

Output
* frontier orbital gap: 0.3350 hartree
* LUMO: 0.953 eV
* highest occupied orbital energy: -8.16 eV
* spin multiplicity: 1
* molecular weight: 113.120 g/mol
* SMILES string: [H]/N=c1\cc(C)on1N

---

<3>
A molecular structure, C4H7N3O. Source: the OMol25 dataset; level of theory: the ωB97M-V functional and the def2-TZVPD basis.

XYZ file:
```
15
Properties=species:S:1:pos:R:3
C -2.114 0.475 -0.241
C -1.748 1.751 0.159
C 0.227 -0.674 -0.017
C 3.345 0.078 0.150
H -1.964 -2.267 -0.477
H -3.223 -0.188 -0.539
H -2.297 2.581 0.509
H -0.623 1.757 0.032
H 0.490 -1.608 0.780
H 3.438 1.214 0.363
H 4.359 -0.642 0.044
N -1.170 -0.681 -0.287
N 0.926 0.343 -0.478
N 2.122 -0.434 -0.233
O -1.768 -1.706 0.234
```

Output
* frontier orbital gap: 0.3208 hartree
* LUMO: 0.470 eV
* highest occupied orbital energy: -8.26 eV
* spin multiplicity: 1
* molecular weight: 113.120 g/mol

---

Which structure is the least stable? The one labeled <3>.

---

<1>
A single C4H7N3O molecule. Source: the OMol25 dataset; level of theory: the ωB97M-V functional and the def2-TZVPD basis.

XYZ file:
```
15
Properties=species:S:1:pos:R:3
H 2.738 -0.255 -0.878
N 2.058 -1.042 -0.585
C 1.022 -0.548 -0.007
C 1.038 0.784 0.703
C 1.123 1.904 0.037
N -0.013 -1.382 0.289
C -1.321 -1.077 0.176
N -2.163 -0.125 -0.116
O -1.594 1.120 -0.337
H 0.895 0.655 1.801
H 1.669 1.778 -0.854
H 0.891 2.874 0.393
H 0.444 -2.292 0.074
H -1.971 -1.917 0.374
H -2.266 1.667 -0.779
```

Output
* frontier orbital gap: 0.3488 hartree
* LUMO: 0.772 eV
* highest occupied orbital energy: -8.72 eV
* spin multiplicity: 1
* molecular weight: 113.120 g/mol
* SMILES string: [H]/N=C(\C=C)N/C=N\O

---

<2>
A single C4H7N3O molecule. Source: the OMol25 dataset; level of theory: the ωB97M-V functional and the def2-TZVPD basis.

XYZ file:
```
15
Properties=species:S:1:pos:R:3
C 1.112 1.518 0.491
N 1.618 0.739 -0.538
C 1.898 -0.512 -0.376
C 1.244 -1.331 0.546
N -0.048 -0.907 0.770
N -0.434 0.278 0.850
O -1.723 0.569 0.481
C -2.278 -0.088 -0.603
H 1.560 1.432 1.435
H 0.521 2.420 0.144
H 2.487 -0.971 -1.071
H 1.261 -2.464 0.555
H -3.256 0.463 -0.938
H -2.544 -1.134 -0.393
H -1.419 -0.012 -1.354
```

Output
* frontier orbital gap (alpha / beta): 0.3363 / 0.3364 hartree
* LUMO (alpha / beta): 0.839 / 0.839 eV
* highest occupied orbital energy (alpha / beta): -8.31 / -8.31 eV
* spin multiplicity: 1
* molecular weight: 113.120 g/mol
* SMILES string: C=N/C=C\N=N\OC

---

Which structure is the least stable? The one labeled <2>.